# 1
{
  "formula": "C20H36NOP2Zn",
  "method": "wB97M-V/def2-TZVPD",
  "species": ["Zn", "P", "P", "O", "N", "C", "C", "C", "C", "C", "C", "C", "C", "C", "C", "C", "C", "C", "C", "C", "C", "C", "C", "C", "C", "H", "H", "H", "H", "H", "H", "H", "H", "H", "H", "H", "H", "H", "H", "H", "H", "H", "H", "H", "H", "H", "H", "H", "H", "H", "H", "H", "H", "H", "H", "H", "H", "H", "H", "H", "H"],
  "xyz": [[2.161, 1.385, 1.392], [0.000, -1.346, -2.726], [0.112, 1.681, -1.146], [1.295, 2.758, 3.228], [0.842, 2.336, 4.411], [0.133, -1.410, 0.022], [-0.944, 1.463, 5.735], [-0.081, 1.299, 6.822], [-0.793, 3.073, -1.913], [-1.075, -0.527, 0.310], [-0.084, -2.489, -1.103], [2.603, -0.164, 2.453], [1.704, 2.217, 5.471], [-2.895, -1.572, -1.951], [1.391, 2.615, -0.210], [1.751, -2.087, -3.118], [-1.501, 0.258, -0.939], [0.452, 0.259, -3.596], [-2.617, -2.813, -1.015], [-1.266, -3.316, -1.005], [-0.476, 1.989, 4.540], [1.164, 1.139, -2.586], [1.253, 1.705, 6.675], [-0.803, -2.408, -4.009], [-1.751, -0.573, -2.147], [-1.977, 0.053, -3.014], [-1.073, 3.781, -1.129], [-1.101, 2.107, 3.655], [0.991, -0.758, -0.225], [-1.648, -1.918, -4.491], [0.897, 2.825, 0.770], [1.807, -3.148, -2.827], [1.920, -2.030, -4.210], [1.705, 3.602, -0.580], [2.032, 0.602, -2.157], [-1.136, -4.408, -0.959], [2.562, -1.551, -2.578], [-3.229, -1.970, -2.926], [-0.832, 0.203, 1.103], [2.240, 0.018, 3.474], [1.967, 1.608, 7.496], [-0.425, 0.861, 7.754], [-2.322, 0.964, -0.744], [2.339, 1.943, -0.295], [-1.178, -3.308, -3.522], [0.421, -1.993, 0.906], [1.564, 2.045, -3.083], [-1.698, 2.719, -2.408], [0.795, -3.139, -1.115], [3.635, -0.540, 2.455], [1.114, -0.040, -4.421], [-0.177, 3.605, -2.643], [-3.286, -3.628, -1.361], [-1.997, 1.177, 5.789], [-0.419, 0.731, -4.064], [-0.100, -2.692, -4.789], [-1.855, -1.165, 0.749], [-2.965, -2.554, 0.006], [-3.784, -1.095, -1.505], [2.746, 2.490, 5.302], [1.893, -0.869, 1.989]],
  "lowdin_charge": [0.8070, 0.8313, 0.8977, -0.2128, -0.1955, -0.2459, -0.0353, -0.0483, -0.2257, -0.2443, -0.4079, -0.2185, -0.0063, -0.1917, -0.3527, -0.2568, -0.3387, -0.3329, -0.2846, -0.2208, 0.0067, -0.3762, -0.0401, -0.1823, -0.4127, 0.0773, 0.0440, 0.1410, 0.0520, 0.0417, 0.0294, 0.0282, 0.0139, 0.0575, 0.0641, 0.0620, 0.0236, 0.0911, 0.0688, -0.0293, 0.1190, 0.1133, 0.0917, 0.0361, 0.0458, 0.0914, 0.0837, 0.0473, 0.0832, -0.0131, 0.0753, 0.0479, 0.1038, 0.1213, 0.0780, 0.0346, 0.0968, 0.0688, 0.0948, 0.1432, -0.0406],
  "mol_weight_g_mol": 433.9,
  "homo_lumo_gap_ev": [2.7, 2.3],
  "e_tot_ha": -3375.25945,
  "multiplicity": 2,
  "e_homo_ev": [-3.6, -3.2],
  "lumo_energy_ev": [-0.87, -0.87]
}

# 2
{
  "formula": "C25H28BN7O2Ti",
  "method": "wB97M-V/def2-TZVPD",
  "species": ["Ti", "O", "O", "N", "N", "N", "N", "N", "N", "N", "C", "C", "C", "C", "C", "C", "C", "C", "C", "C", "C", "C", "C", "C", "C", "C", "C", "C", "C", "C", "C", "C", "C", "C", "C", "B", "H", "H", "H", "H", "H", "H", "H", "H", "H", "H", "H", "H", "H", "H", "H", "H", "H", "H", "H", "H", "H", "H", "H", "H", "H", "H", "H", "H"],
  "xyz": [[0.155, 0.009, -1.419], [-1.373, 0.574, -0.247], [0.015, 0.718, 1.480], [0.530, 1.796, -3.548], [-1.149, -0.822, -3.260], [-1.329, -0.924, 3.553], [0.392, 1.746, -2.159], [1.839, -0.464, -3.809], [-0.596, -0.359, -4.436], [1.918, -0.729, -2.448], [1.911, -2.440, 2.739], [-3.497, 0.022, 3.956], [-2.370, 0.630, 1.903], [0.436, 3.066, -3.937], [3.016, -1.547, -2.294], [-2.300, -1.464, -3.680], [0.399, 1.205, 4.434], [-1.157, 0.665, 1.024], [-2.452, -1.360, -5.058], [0.962, -0.046, 3.847], [0.185, 3.026, -1.707], [2.860, -1.047, -4.454], [0.273, -1.922, -0.236], [3.630, -1.737, -3.526], [-4.593, 0.804, 3.590], [3.300, 0.906, 3.842], [0.072, -1.063, 3.457], [2.778, -1.390, 3.013], [-3.482, 1.367, 1.531], [-2.355, -0.071, 3.120], [-1.350, -0.674, -5.504], [-4.594, 1.489, 2.372], [0.556, -2.293, 3.005], [2.315, -0.203, 3.571], [0.224, 3.856, -2.805], [0.728, 0.453, -4.391], [2.283, -3.358, 2.310], [3.346, 1.177, 4.903], [-0.127, 0.997, 5.375], [3.091, 1.825, 3.280], [-0.321, 1.688, 3.760], [1.010, 0.754, -5.526], [4.520, -2.303, -3.751], [-3.045, -1.973, -3.037], [-0.282, -1.733, -1.158], [4.298, 0.571, 3.552], [0.833, -1.094, 0.106], [-3.270, -1.709, -5.708], [-3.429, 1.878, 0.579], [0.974, -2.653, -0.472], [2.968, -0.908, -5.527], [-0.169, -3.070, 2.767], [-5.454, 0.877, 4.253], [0.095, 4.938, -2.767], [0.037, 3.161, -0.618], [3.331, -1.948, -1.323], [-1.727, -1.671, 4.111], [-5.442, 2.101, 2.062], [-3.506, -0.514, 4.914], [-1.025, -0.349, -6.498], [3.845, -1.459, 2.808], [0.549, 3.258, -5.015], [-0.479, -2.182, 0.455], [1.197, 1.921, 4.644]],
  "lowdin_charge": [1.1549, -0.1212, 0.0392, 0.0130, 0.0087, 0.2145, -0.1263, -0.0220, -0.0565, -0.0524, -0.0470, 0.0312, -0.0585, -0.0039, -0.0834, -0.0920, 0.0016, -0.5148, -0.0483, -0.1609, -0.0500, -0.0182, -0.0155, -0.0234, -0.0218, -0.0260, -0.1904, 0.0063, 0.0198, -0.1476, -0.0459, -0.0006, -0.0169, -0.2024, -0.0179, -0.4548, 0.1194, 0.1008, 0.1076, 0.0978, 0.0890, 0.1300, 0.1160, 0.1287, 0.0078, 0.0840, 0.0153, 0.1267, 0.1316, 0.0588, 0.1471, 0.1299, 0.1283, 0.1238, 0.1419, 0.1259, 0.1699, 0.1312, 0.1370, 0.1454, 0.1291, 0.1575, 0.0650, 0.0836],
  "mol_weight_g_mol": 517.2,
  "homo_lumo_gap_ev": [8.0, 5.5],
  "e_tot_ha": -2377.11042,
  "multiplicity": 3,
  "e_homo_ev": [-14.6, -14.4],
  "charge": 2,
  "lumo_energy_ev": [-6.56, -8.86]
}

# 3
{
  "formula": "C10H40N18O10",
  "method": "wB97M-V/def2-TZVPD",
  "species": ["O", "O", "O", "O", "O", "O", "O", "O", "O", "O", "N", "N", "N", "N", "N", "N", "N", "N", "N", "N", "N", "N", "N", "N", "N", "N", "N", "N", "C", "C", "C", "C", "C", "C", "C", "C", "C", "C", "H", "H", "H", "H", "H", "H", "H", "H", "H", "H", "H", "H", "H", "H", "H", "H", "H", "H", "H", "H", "H", "H", "H", "H", "H", "H", "H", "H", "H", "H", "H", "H", "H", "H", "H", "H", "H", "H", "H", "H"],
  "xyz": [[1.754, 4.933, -1.100], [-0.804, -0.017, 0.614], [-1.200, 3.402, 3.725], [2.909, 1.417, -2.968], [-3.717, -2.084, 2.272], [-0.802, -4.987, -0.264], [2.788, -2.480, 0.826], [0.664, -2.926, 4.322], [-1.817, 0.802, -5.716], [-2.998, 2.817, 0.551], [1.404, 7.028, -0.297], [-1.842, 3.035, -5.258], [-0.221, 1.704, -4.404], [3.807, -2.914, 2.800], [1.178, -4.172, -1.106], [-3.612, -4.232, 1.679], [-0.569, -4.787, 4.013], [1.067, -0.391, -0.558], [0.951, 4.110, 3.495], [-5.079, 1.895, 0.503], [-3.344, 0.892, 1.656], [-0.195, -5.387, -2.421], [4.311, -1.007, 1.706], [-0.250, 1.258, -1.244], [-2.079, -2.796, 0.841], [0.006, 2.880, 1.856], [0.715, -4.101, 2.309], [-0.342, 5.582, -0.469], [-1.351, 1.785, -5.144], [0.981, 5.796, -0.676], [3.605, -2.178, 1.716], [-0.003, -4.842, -1.214], [0.352, -3.873, 3.604], [-3.098, -2.980, 1.667], [-3.770, 1.887, 0.880], [3.308, 0.791, -4.183], [-0.091, 0.292, -0.332], [-0.158, 3.414, 3.080], [-5.251, 2.747, -0.004], [-2.343, 0.820, 1.721], [-0.626, 4.618, -0.531], [1.228, -3.379, 1.826], [-3.084, -5.073, 1.515], [-1.065, 1.835, -1.080], [1.766, -4.375, -1.892], [-0.706, -5.663, 3.544], [-0.727, 2.382, 1.374], [0.718, 4.635, 4.323], [-1.092, -5.816, -2.578], [4.694, -0.766, 2.601], [1.471, -3.607, -0.326], [3.678, 1.588, -2.423], [2.944, 1.269, -5.093], [1.836, 4.054, 3.038], [1.721, -0.022, -1.232], [4.105, -0.272, 1.055], [-1.682, -3.597, 0.344], [0.727, 7.759, -0.420], [3.445, -3.854, 2.793], [-0.888, 6.246, 0.047], [-5.720, 1.172, 0.762], [0.301, -4.979, -3.192], [-0.917, -4.725, 4.954], [4.384, -2.584, 3.549], [-4.491, -4.421, 2.123], [0.032, -4.636, 1.802], [0.207, 0.801, -4.302], [-1.490, 3.756, -4.654], [2.834, -0.195, -4.221], [0.258, 2.481, -3.985], [-2.640, 3.246, -5.826], [-1.645, -1.904, 0.680], [0.431, 1.362, -1.968], [2.408, 7.090, -0.322], [1.358, -1.276, -0.178], [-3.975, 0.231, 2.077], [0.947, 2.795, 1.522], [4.392, 0.692, -4.186]],
  "lowdin_charge": [-0.0132, 0.0116, 0.0253, -0.1367, -0.0201, -0.0361, -0.0429, 0.0164, 0.0149, -0.0499, 0.1422, 0.1560, 0.1490, 0.1915, 0.1884, 0.1422, 0.1442, 0.1679, 0.1331, 0.1513, 0.1912, 0.1644, 0.1681, 0.1929, 0.1906, 0.1727, 0.1605, 0.1659, -0.6929, -0.7026, -0.6362, -0.6303, -0.6774, -0.6849, -0.6760, -0.1487, -0.6627, -0.6880, 0.0983, 0.0704, 0.0878, 0.0516, 0.0830, 0.1045, 0.0991, 0.0909, 0.0523, 0.1001, 0.1189, 0.0961, 0.0522, 0.0778, 0.0764, 0.0811, 0.0692, 0.1013, 0.0453, 0.0972, 0.1168, 0.1014, 0.0966, 0.1039, 0.1046, 0.1126, 0.0949, 0.0569, 0.0966, 0.0954, 0.0745, 0.0946, 0.1076, 0.0702, 0.0603, 0.1048, 0.0535, 0.0858, 0.0918, 0.0821],
  "mol_weight_g_mol": 572.5,
  "homo_lumo_gap_ev": 8.5,
  "e_tot_ha": -2143.38643,
  "multiplicity": 1,
  "e_homo_ev": -8.5,
  "smiles": "NC(N)=O.NC(N)=O.NC(N)=O.NC(N)=O.NC(N)=O.NC(N)=O.NC(N)=O.NC(N)=O.NC(N)=O.CO",
  "lumo_energy_ev": -0.02
}